Computed, not measured: a molecular structure, C17H19BN6O2Sr, with the ωB97M-V functional and the def2-TZVPD basis.

Geometry as XYZ:
```
46
Properties=species:S:1:pos:R:3
C -1.92172 0.73395 2.28845
N -1.37978 -0.08303 1.35933
N -1.96228 -1.33292 1.54971
C -2.88936 -1.26431 2.52494
C -2.89622 0.03721 3.03198
B -1.45499 -2.57898 0.77459
N -1.53818 -2.34030 -0.76169
N -0.88628 -1.26954 -1.35925
C -1.05110 -1.41198 -2.69358
C -1.84484 -2.54578 -2.95373
C -2.13370 -3.09508 -1.70568
Sr 0.02613 1.02260 -0.52663
N 0.05561 -2.74927 1.13906
N 0.92772 -1.72478 0.87000
C 2.13334 -2.08950 1.28497
C 2.06666 -3.39390 1.83446
C 0.72052 -3.76899 1.72052
H 2.99113 -1.43656 1.18856
H 0.19049 -4.66734 2.00345
H 2.87064 -3.96418 2.24629
H -2.06370 -3.55545 1.08600
H -2.71383 -3.96112 -1.41945
H -3.47075 -2.13635 2.78862
H -2.16104 -2.91390 -3.91127
H -3.51065 0.42042 3.82180
H -0.59893 -0.72117 -3.39968
H -1.59656 1.76196 2.39968
H 1.71092 0.83497 -2.24421
C 1.26682 1.76449 -2.66110
H 1.06435 1.57176 -3.72094
H 0.31225 2.15929 -2.25395
H 2.00225 2.57281 -2.56652
O -0.07248 3.44109 -0.16288
C 0.93749 3.39848 0.63281
O 1.36025 2.31801 1.17381
C 1.69125 4.67068 0.83527
C 2.83006 4.68095 1.64570
C 3.62704 5.82510 1.71301
C 3.27482 6.96701 0.97454
C 2.11499 6.96380 0.18389
C 1.32077 5.81702 0.11899
H 3.08214 3.77729 2.20186
H 4.52213 5.82134 2.33617
H 3.90114 7.85899 1.01726
H 1.82631 7.84785 -0.38603
H 0.41812 5.77976 -0.49220
```

Summary:
gap between HOMO and LUMO (alpha / beta) = 0.085 / 0.072 Eh
multiplicity = 1
E = -32469.5797 eV
total charge = +2

Computed, not measured: a single C13H19N5 molecule, with the ωB97M-V functional and the def2-TZVPD basis.

Geometry as XYZ:
```
37
Properties=species:S:1:pos:R:3
C -0.13064 5.29091 2.28519
C -1.12474 4.16845 2.56211
C -0.46155 2.80239 2.72867
H 0.31091 2.85349 3.49692
H -1.20352 2.07450 3.06111
C 0.16365 2.29096 1.43449
N 0.68526 0.96431 1.62158
C 1.24150 0.11981 0.70662
N 1.60160 -0.98376 1.33534
N 1.26944 -0.80395 2.60904
N 0.73541 0.31995 2.80698
N 1.45534 0.43643 -0.59216
H 0.84370 1.14935 -0.96710
C 1.76199 -0.64711 -1.51963
C 0.51498 -1.36994 -1.95785
C -0.15309 -1.00003 -3.11686
C -1.33119 -1.62818 -3.48091
C -1.87364 -2.63246 -2.69095
C -1.20450 -2.99445 -1.52653
C -0.02484 -2.37434 -1.16236
H 0.48501 -2.65915 -0.25401
H -1.61383 -3.77360 -0.89976
C -3.13963 -3.32988 -3.08559
H -3.66814 -2.77489 -3.85681
H -2.91193 -4.32275 -3.47409
H -3.79554 -3.45229 -2.22584
H -1.83491 -1.33212 -4.39034
H 0.25423 -0.21940 -3.74537
H 2.27915 -0.20631 -2.37583
H 2.43408 -1.32529 -0.99214
H 0.98237 2.94561 1.11427
H -0.59220 2.26240 0.63784
H -1.66423 4.39641 3.48310
H -1.85848 4.12227 1.75360
H -0.63994 6.25163 2.28692
H 0.64070 5.31202 3.05160
H 0.34770 5.16747 1.31662
```

Summary:
gap between HOMO and LUMO = 0.343 Eh
multiplicity = 1
E = -21239.1399 eV
structure (SMILES) = CCCCn1nnnc1NCc1ccc(C)cc1

Computed, not measured: 13 unconnected molecules or ions with the total composition H26O13, with the ωB97M-V functional and the def2-TZVPD basis.

Geometry as XYZ:
```
39
Properties=species:S:1:pos:R:3
H -0.94422 0.42500 -1.13691
H 0.52864 0.35860 -0.78496
H 1.13381 2.10513 -0.86632
H 1.32439 1.42006 -2.22400
H -2.50891 -3.15517 -2.37014
H -2.78509 -3.40334 -0.83376
H 4.76240 2.80922 -1.79646
H 3.79484 2.76070 -0.59291
H -1.13283 3.81285 0.02082
H -0.61988 4.98053 0.92281
H -4.41228 2.65838 -1.14410
H -4.72396 2.16236 0.31949
H 1.33557 -2.94614 0.60162
H 1.55795 -1.91226 1.74319
H -0.39382 -2.33508 -0.05868
H -1.59006 -2.92175 0.44188
H 3.78024 -1.09400 1.82842
H 3.97329 0.10591 2.49764
H -4.01614 -0.67682 -0.88221
H -4.36991 -1.19584 0.57765
H 3.36730 -3.64693 -1.85402
H 2.90800 -2.16290 -1.71016
H -1.87155 -0.19646 2.79000
H -3.17748 0.27326 2.11665
H 2.40638 0.23203 0.87924
H 2.40787 1.27193 2.01187
O -0.04092 0.15455 -1.50604
O 0.69970 1.92555 -1.71090
O -3.17256 -3.19851 -1.62891
O 4.01163 2.26410 -1.39625
O -0.42273 4.37849 0.19160
O -4.59436 2.96893 -0.27603
O 1.16259 -2.78012 1.50366
O -0.72325 -3.22177 0.31479
O 3.98936 -0.21262 1.57361
O -4.74005 -0.84092 -0.20534
O 3.29095 -2.86598 -1.22360
O -2.52533 0.46869 2.79268
O 2.33044 1.23033 1.07410
```

Summary:
gap between HOMO and LUMO = 0.299 Eh
multiplicity = 1
E = -27034.3359 eV

Computed, not measured: a single C12H19N3 molecule, with the ωB97M-V functional and the def2-TZVPD basis.

Geometry as XYZ:
```
34
Properties=species:S:1:pos:R:3
C 4.54796 1.01839 -2.89110
C 3.95413 0.78340 -1.50847
N 2.69619 0.07493 -1.62987
H 2.05335 0.61501 -2.19903
C 2.06840 -0.33045 -0.38771
C 0.99775 -1.39200 -0.68035
H 0.73424 -1.89659 0.25179
C -0.27278 -0.77792 -1.27900
N -0.80444 0.24742 -0.40534
C -1.71091 -0.05422 0.58135
C -2.68341 -1.05339 0.40700
C -3.61761 -1.27995 1.39536
N -3.67747 -0.60968 2.53621
C -2.77079 0.33827 2.70754
C -1.78727 0.65403 1.79157
H -1.08627 1.43416 2.03914
H -2.83013 0.87491 3.64633
H -4.37129 -2.04656 1.26628
H -2.73111 -1.64063 -0.49579
C 0.15757 1.31495 -0.23951
H 0.39053 1.69810 -1.24047
C 1.43740 0.81384 0.43322
H 1.19654 0.43947 1.42999
H 2.14842 1.63448 0.54257
H -0.28756 2.13697 0.32108
H -0.04892 -0.32036 -2.24797
H -1.00995 -1.56057 -1.44505
H 1.40908 -2.12756 -1.37128
H 2.86006 -0.79541 0.21406
H 4.62883 0.15309 -0.92077
H 3.86160 1.75210 -0.98548
H 3.90677 1.67493 -3.47581
H 4.64414 0.07256 -3.41678
H 5.52884 1.47846 -2.80647
```

Summary:
gap between HOMO and LUMO = 0.328 Eh
multiplicity = 1
E = -17222.5988 eV
structure (SMILES) = CCNC1CCN(c2ccncc2)CC1

Computed, not measured: 6 unconnected molecules or ions with the total composition C55H120BF4N5, with the ωB97M-V functional and the def2-TZVPD basis.

Geometry as XYZ:
```
185
Properties=species:S:1:pos:R:3
B 0.49957 0.17532 -1.18490
F 1.09350 0.49191 -2.38951
F -0.10380 -1.09124 -1.23020
F 1.45298 0.10610 -0.17201
F -0.46844 1.08672 -0.86556
C -2.66047 0.86769 3.99132
C -2.44913 0.69157 2.49351
C -3.22926 -0.57009 1.85212
C -2.44200 -1.89770 1.99646
N -2.83508 -3.12618 1.11153
C -3.22430 -2.65546 -0.37658
C -4.74797 -2.72321 -0.46035
C -5.09032 -3.87547 0.44920
C -4.20322 -3.69735 1.68769
C -1.81000 -4.24372 1.15636
C -0.41115 -3.70597 0.60626
C 0.53916 -4.91485 0.35462
H -2.45577 -0.04740 4.54701
H -3.63697 1.23123 4.31131
H -1.96212 1.67706 4.20424
H -1.39092 0.54938 2.27424
H -2.68798 1.62571 1.98514
H -3.32186 -0.34397 0.78985
H -4.24075 -0.71791 2.23046
H -2.14562 -2.25209 2.98371
H -1.52286 -1.59003 1.49784
H -2.85565 -3.45360 -1.02091
H -2.70785 -1.73475 -0.64799
H -4.96250 -3.04126 -1.48060
H -5.26550 -1.79087 -0.23453
H -4.86415 -4.80748 -0.06878
H -6.14716 -3.85249 0.71502
H -3.99822 -4.62564 2.22093
H -4.57518 -2.90724 2.33998
H -2.22428 -5.10245 0.62811
H -1.59873 -4.59491 2.16638
H 0.13116 -3.02705 1.26434
H -0.63814 -3.31436 -0.38531
H 1.53436 -4.61000 0.03095
H 0.09060 -5.60336 -0.36151
H 0.74094 -5.61232 1.16759
C 5.61984 -3.29838 8.45852
C 5.37036 -2.45551 7.24709
C 4.25082 -3.02240 6.32497
C 4.17958 -2.14358 5.09452
N 2.90865 -2.35450 4.18033
C 2.86499 -1.42746 2.92623
C 1.63811 -0.49416 3.07983
C 0.73847 -1.39263 3.90520
C 1.61066 -1.94257 4.97829
C 2.82354 -3.86999 3.74172
C 3.83813 -4.43678 2.72162
C 4.16654 -5.90072 2.95625
H 4.68479 -3.38682 9.01164
H 6.39849 -2.87398 9.09232
H 5.90751 -4.33564 8.28695
H 6.25343 -2.33977 6.61867
H 5.18305 -1.40971 7.49065
H 3.35715 -3.10228 6.94389
H 4.57005 -4.03823 6.09198
H 5.10184 -2.28096 4.53001
H 4.13161 -1.09248 5.37912
H 2.82284 -2.14798 2.10943
H 3.84865 -0.95868 2.89881
H 1.09206 -0.20539 2.18177
H 2.04703 0.35271 3.63090
H 0.32650 -2.22471 3.33421
H -0.05479 -0.89061 4.45910
H 1.22373 -2.83751 5.46562
H 2.04994 -1.31216 5.75142
H 1.80635 -4.04018 3.38893
H 2.70386 -4.33767 4.71899
H 4.75909 -3.85840 2.64798
H 3.30563 -4.30162 1.78020
H 4.15525 -6.10594 4.02670
H 5.11820 -6.19981 2.51693
H 3.32409 -6.49210 2.59760
C 5.17634 0.31933 0.94296
C 5.75622 0.28655 -0.44274
C 5.65721 1.64414 -1.21225
C 4.26938 1.91273 -1.74201
N 3.93828 3.33570 -2.19261
C 2.43719 3.35170 -2.60444
C 2.32274 2.86682 -4.07785
C 3.78579 2.91192 -4.63594
C 4.65551 3.58161 -3.49633
C 4.16127 4.47744 -1.14928
C 3.50605 4.31806 0.20244
C 3.58950 5.47191 1.22001
H 5.26382 1.26075 1.48535
H 5.65108 -0.54070 1.41527
H 4.09623 0.17356 0.92881
H 5.42208 -0.56409 -1.03675
H 6.81353 0.02421 -0.40541
H 6.27069 1.67371 -2.11274
H 6.23136 2.38834 -0.66031
H 3.53533 1.66434 -0.97548
H 4.05961 1.21038 -2.54873
H 2.05924 4.37180 -2.53636
H 1.84820 2.75000 -1.91223
H 1.50384 3.30378 -4.64932
H 1.99595 1.82783 -4.12054
H 3.96255 3.58045 -5.47851
H 4.20241 1.95210 -4.94135
H 4.67416 4.65211 -3.70073
H 5.65327 3.14554 -3.44718
H 3.91077 5.36665 -1.72777
H 5.24300 4.56673 -1.04938
H 4.06392 3.52430 0.69927
H 2.46894 4.05084 -0.00030
H 3.09428 5.20988 2.15499
H 3.10731 6.37384 0.84303
H 4.59785 5.69197 1.57060
C -4.37799 0.36198 -2.70806
C -3.86071 -0.70326 -3.75465
C -2.34985 -0.83425 -4.16108
C -2.02649 -2.11296 -4.93604
N -0.49609 -2.23328 -5.41372
C -0.17986 -1.08183 -6.32979
C -0.82839 -1.42384 -7.63035
C -0.72419 -2.96741 -7.77768
C -0.49334 -3.51582 -6.31115
C 0.38974 -2.20380 -4.11598
C 1.81771 -2.66891 -4.22568
C 2.59853 -2.47183 -2.87743
H -3.64123 0.47293 -1.91246
H -5.31229 -0.04117 -2.31732
H -4.50913 1.25842 -3.31410
H -4.42531 -0.63584 -4.68459
H -4.03874 -1.70797 -3.37130
H -1.78971 -0.76554 -3.22854
H -2.19040 0.08403 -4.72627
H -2.64964 -2.18006 -5.82783
H -2.20217 -2.96202 -4.27549
H 0.88967 -1.10678 -6.53857
H -0.35767 -0.08669 -5.92216
H -0.32346 -0.96375 -8.47973
H -1.88065 -1.24218 -7.84905
H 0.18508 -3.05462 -8.37241
H -1.53284 -3.50054 -8.27765
H 0.46934 -4.01852 -6.21825
H -1.32881 -4.13536 -5.98518
H -0.10812 -2.89922 -3.44025
H 0.24161 -1.18252 -3.76508
H 2.32739 -2.17892 -5.05528
H 1.88430 -3.74090 -4.41140
H 2.63820 -1.39577 -2.70830
H 3.61158 -2.86830 -2.94566
H 2.13027 -2.81953 -1.95660
C -0.07153 3.31363 1.18558
C -1.32993 4.00026 1.61579
C -2.43063 3.90531 0.56183
C -3.63528 4.69169 1.07609
N -4.92459 4.66547 0.13897
C -4.60546 5.52428 -1.12721
C -5.20244 6.92057 -0.90364
C -5.81163 6.96970 0.45282
C -6.03398 5.48515 0.81226
C -5.50009 3.27216 -0.29212
C -5.72663 2.39675 0.97907
C -5.91597 0.91085 0.61914
H 0.81960 3.56886 1.75902
H 0.20742 3.46738 0.14316
H -0.12818 2.22558 1.15341
H -0.99943 5.02024 1.81203
H -1.63007 3.65837 2.60632
H -2.49343 2.86953 0.22818
H -2.15076 4.44002 -0.34583
H -3.45620 5.74014 1.31434
H -3.96085 4.27035 2.02718
H -5.00868 5.10820 -2.05047
H -3.54318 5.63483 -1.34498
H -5.90818 7.08745 -1.71738
H -4.45285 7.70951 -0.96524
H -6.81499 7.39305 0.40642
H -5.17862 7.50500 1.16053
H -6.97728 5.26649 0.31179
H -6.13407 5.31324 1.88396
H -4.71478 2.83742 -0.91049
H -6.41873 3.43681 -0.85524
H -6.60023 2.89145 1.40356
H -5.03533 2.47036 1.81858
H -6.91870 0.81999 0.20155
H -5.89229 0.26832 1.49931
H -5.29425 0.51769 -0.18522
```

Summary:
gap between HOMO and LUMO = 0.402 Eh
multiplicity = 1
E = -77949.8174 eV
total charge = +4